# 1
CH2N3O4 | ωB97M-V with the def2-TZVPD basis set

The geometry in XYZ format:
```
10
Properties=species:S:1:pos:R:3:forces:R:3
C 0.593191 -0.718061 0.018256 -0.339 1.541 -1.380
N 0.931284 -1.244671 -1.160956 -0.284 -0.065 0.776
N 0.783253 -1.320679 1.299059 -0.146 -1.642 0.609
N -1.956823 2.282494 0.345340 0.368 -0.447 -0.614
O -0.141351 0.257190 0.101911 -0.775 0.537 0.060
O -1.860144 2.723938 -0.660645 0.122 0.695 -1.081
O 1.619626 -0.929791 2.035342 0.593 0.433 -0.041
O -2.047570 1.796235 1.322756 -0.211 -0.559 1.735
H 0.365007 -1.039235 -1.954206 -0.283 0.503 -0.326
H 1.713529 -1.807420 -1.346857 0.956 -0.995 0.263
```
Forces are in eV/Å.

Summary:
spin multiplicity: 1
F_max: 2.1 eV Å⁻¹
HOMO energy (alpha / beta): -12.908 / -12.908 eV
relative energy (zero: lowest compared OMol25 entry of this formula, charge and spin): 0.0 kcal per mole
frontier orbital gap (alpha / beta): 5.99 / 5.99 eV
net charge: +1
LUMO (alpha / beta): -6.918 / -6.918 eV

# 2
C21H19BrN4O2OsS5 | ωB97M-V with the def2-TZVPD basis set

The geometry in XYZ format:
```
53
Properties=species:S:1:pos:R:3:forces:R:3
Os 1.866477 0.348259 -0.825041 1.070 -0.738 0.357
O -2.209968 -1.944890 2.733136 0.176 -0.081 0.213
C -2.983565 -1.221246 1.891364 -0.310 0.327 -0.232
C -4.361852 -1.373719 2.045109 0.251 -0.085 0.222
C -5.251474 -0.682629 1.249281 0.116 0.106 0.099
C -4.775094 0.165023 0.260223 -0.103 -0.039 -0.035
C -3.413551 0.296610 0.078343 -0.033 -0.124 0.121
C -2.501653 -0.369999 0.893001 0.213 0.086 0.118
C -1.019869 -0.135244 0.697018 0.014 -0.110 0.578
O -0.401624 -1.047151 -0.237044 0.187 -0.200 -0.168
N -0.853646 1.190835 0.142199 -0.207 0.105 -0.186
N 0.405881 1.492273 -0.360569 -0.905 0.157 0.236
C 0.538961 2.833855 -0.709037 -0.124 0.595 0.025
C 1.646218 3.467998 -0.395394 -0.127 -0.006 0.164
Br 1.721441 1.222150 2.575118 -0.050 0.275 0.598
C 2.717812 4.002360 0.115067 -0.259 0.105 0.047
C 4.035453 4.085984 -0.499663 0.420 -0.029 -0.171
C 5.119098 4.420927 0.308402 -0.163 -0.069 -0.111
C 6.390773 4.504645 -0.224386 0.132 0.077 -0.057
C 6.589044 4.291836 -1.580690 0.045 -0.048 0.048
C 5.515202 3.944864 -2.388886 0.004 -0.009 -0.087
C 4.246353 3.830376 -1.853593 -0.016 0.041 0.164
H -1.264497 -1.775733 2.619278 -0.116 -0.036 -0.162
H -4.699430 -2.048723 2.814632 -0.103 -0.085 0.129
H -6.313199 -0.811962 1.401454 -0.076 0.006 0.006
H -5.458647 0.711008 -0.367582 -0.112 0.068 -0.126
H -3.033928 0.926949 -0.707498 0.049 0.098 -0.079
H -0.470825 -0.229500 1.659568 -0.111 -0.080 -0.421
H -1.182457 1.886446 0.812568 0.177 -0.096 -0.120
H -0.302045 3.322168 -1.193128 -0.057 -0.018 -0.046
H 2.637167 4.429286 1.111606 -0.099 -0.008 0.034
H 4.949294 4.601957 1.359941 0.034 0.027 0.114
H 7.222676 4.744237 0.422525 0.073 0.047 -0.021
H 7.577072 4.390783 -2.008810 0.032 -0.034 0.007
H 5.665814 3.766781 -3.444231 0.035 -0.017 -0.046
H 3.407450 3.558329 -2.479780 -0.049 0.007 -0.069
S 3.327348 -0.781344 -2.175889 0.346 0.264 -0.311
S 3.590186 -2.733336 -1.574919 0.020 -0.581 0.193
S 5.000840 -2.887993 -0.240878 -0.194 0.223 -0.166
S 3.042455 0.336511 1.039487 -0.112 -0.332 -0.558
C -4.536431 -3.372559 -0.902902 -0.023 -0.070 0.000
C -3.259442 -3.955978 -0.407287 0.131 -0.411 0.033
C -3.083966 -5.303966 -0.103564 0.046 0.123 0.021
C -1.834622 -5.700042 0.348060 -0.341 -0.018 -0.031
N -0.833328 -4.850401 0.499729 0.607 0.274 0.088
C -1.107433 -3.598129 0.174433 -0.609 0.059 -0.154
S 0.221940 -2.467371 0.382999 0.408 0.412 0.165
N -2.245482 -3.109596 -0.264564 0.087 0.211 -0.218
H -5.350980 -4.086609 -0.816967 -0.110 0.012 -0.062
H -4.416882 -3.068925 -1.943273 -0.033 -0.044 -0.048
H -4.756256 -2.474652 -0.329206 -0.058 -0.082 -0.068
H -3.886836 -6.012113 -0.205968 -0.141 -0.124 -0.034
H -1.625970 -6.728639 0.606210 -0.033 -0.129 0.010
```
Forces are in eV/Å.

Summary:
spin multiplicity: 5
F_max: 1.3 eV Å⁻¹
HOMO energy (alpha / beta): -7.391 / -8.035 eV
relative energy (zero: lowest compared OMol25 entry of this formula, charge and spin): 80.4 kcal per mole
frontier orbital gap (alpha / beta): 6.60 / 6.64 eV
net charge: 0
LUMO (alpha / beta): -0.791 / -1.396 eV

# 3
C3H4N2O2 | ωB97M-V with the def2-TZVPD basis set

The geometry in XYZ format:
```
11
Properties=species:S:1:pos:R:3:forces:R:3
C 1.237204 0.337133 -1.821180 -0.451 1.001 -0.655
C 0.134554 -0.436872 -0.022500 3.299 -1.079 0.537
C -1.595718 -0.042976 1.489993 1.381 4.275 0.689
N 0.137065 0.139191 -1.113815 -0.722 -0.488 1.266
N 2.618513 -0.505548 -0.237123 -1.947 -0.413 1.985
O 2.455953 0.015389 -1.343220 -0.862 0.156 -1.538
O -0.437697 -0.747859 1.092199 0.807 -0.076 -0.527
H 1.077313 0.699589 -2.798117 0.933 0.261 -0.872
H -2.345855 -0.356830 0.880493 -2.453 -0.699 -1.661
H -1.452188 1.142005 1.357936 -0.216 -2.635 0.278
H -1.829142 -0.243222 2.515334 0.233 -0.301 0.496
```
Forces are in eV/Å.

Summary:
spin multiplicity: 1
F_max: 4.5 eV Å⁻¹
HOMO energy (alpha / beta): -7.515 / -7.713 eV
relative energy (zero: lowest compared OMol25 entry of this formula, charge and spin): 215.8 kcal per mole
frontier orbital gap (alpha / beta): 7.79 / 7.92 eV
net charge: 0
LUMO (alpha / beta): 0.273 / 0.208 eV